159
Properties=species:S:1:pos:R:3:forces:R:3:mulliken_charge:R:1 method="wB97M-V/def2-TZVPD" homo_lumo_gap_ev=6.741 molar_mass_g_mol=6364.748 e_homo_ev=-7.658 e_lumo_ev=-0.92 e_tot_ha=-187505.651962
C 6.8335 0.9338 2.0406 -0.1 0.2 -0.3 -0.96
C 5.3852 1.0206 2.8493 0.7 -1.8 -0.4 0.40
O 4.4745 2.0545 2.3297 0.2 -0.1 2.8 -0.27
C 3.6004 2.5877 3.4276 -1.4 -0.3 -0.7 1.13
C 2.4591 1.4850 3.9005 -2.6 -2.3 0.7 0.91
C 2.8408 0.2778 4.9779 -4.1 0.2 -1.5 -0.81
C 1.7054 -0.8354 5.4154 0.3 4.0 -3.5 -0.54
C 0.1949 -0.7019 4.7237 1.8 1.3 -1.7 0.83
C -0.2486 0.4555 3.6553 4.6 0.2 0.0 -0.25
C 0.9234 1.5749 3.2451 1.5 -3.1 3.0 -0.74
N -1.5799 0.6070 2.9638 1.0 -0.6 4.0 0.99
C -2.7433 0.0717 3.7587 -4.6 -0.2 1.6 -0.56
C -2.7330 -1.1489 4.8481 -2.3 1.0 0.2 0.69
C -4.0353 -1.7391 5.6655 0.3 4.1 -2.6 -0.66
C -5.5099 -1.0609 5.3452 4.1 2.4 -1.9 -1.10
C -5.5443 0.1806 4.2725 2.5 -2.1 -0.2 -0.71
C -4.2287 0.7769 3.4585 0.9 -3.8 2.8 0.45
B -4.3619 2.0135 2.3449 -0.7 -0.7 -0.9 -0.21
C -3.7081 3.4786 2.7042 0.8 0.0 -0.9 -0.30
O -5.0450 1.6655 1.0673 0.5 2.1 2.6 -0.09
S -1.0669 -1.9958 5.2340 -0.7 2.2 -1.3 -0.42
H 7.6498 0.3003 2.6370 -2.0 1.5 -1.0 0.31
H 6.6907 0.3395 1.0152 0.2 1.6 2.2 0.23
H 7.2572 2.0320 1.8507 -0.9 -2.5 0.3 0.23
H 5.5894 1.1313 3.9975 -0.4 0.1 -2.1 0.12
H 4.8611 -0.0303 2.6587 1.1 2.2 0.7 -0.26
H 3.0157 3.4964 2.9397 1.3 -2.0 1.0 -0.07
H 4.2097 2.9827 4.3454 -1.1 -1.1 -2.0 -0.97
H 3.9260 0.1979 5.4142 -2.4 0.2 -0.9 0.18
H 1.9902 -1.7060 6.1779 -0.7 2.7 -2.6 -0.03
H 0.6668 2.4309 2.4882 0.8 -1.9 2.4 0.09
H -1.5710 0.2847 1.9714 0.5 0.8 1.4 0.07
H -3.9430 -2.6387 6.4345 0.0 2.2 -1.9 0.39
H -6.4967 -1.4522 5.8640 2.5 1.1 -1.1 0.71
H -6.6051 0.6538 4.0370 2.6 -1.2 0.3 0.43
H -2.7421 3.2726 3.3668 -2.2 0.6 -1.2 0.07
H -4.4444 4.2352 3.2160 1.5 -1.5 -0.8 0.18
H -3.3288 3.9479 1.6758 -0.8 -0.7 2.2 0.20
H -5.4490 2.4764 0.6370 1.0 -1.2 0.6 0.17
C 2.3044 -2.8784 9.0461 0.3 0.0 0.1 -0.37
Br 2.5188 -4.6648 9.7857 -0.1 0.4 -0.2 -0.04
Br 1.1050 -2.8682 7.5146 -0.5 -1.2 1.9 0.10
Br 1.7584 -1.5945 10.4017 0.1 -0.4 -0.4 0.00
H 3.2881 -2.5621 8.6839 -0.4 -0.1 0.2 0.35
C 3.4264 -2.9226 1.5689 -0.1 0.3 -0.3 -0.43
Br 2.0623 -4.1362 0.8975 0.3 0.2 0.1 -0.05
Br 2.7431 -1.7782 2.9858 0.5 -1.1 -0.8 0.12
Br 5.0335 -3.8719 2.1169 -0.3 0.1 -0.1 -0.05
H 3.7093 -2.2682 0.7378 -0.1 -0.4 0.3 0.41
C -7.0450 0.5022 -1.8182 0.2 -0.2 0.2 -0.16
Br -5.7069 0.8420 -3.1887 -0.3 -0.1 0.3 -0.02
Br -8.0994 2.0895 -1.4269 0.2 -0.4 -0.1 0.01
Br -8.1689 -1.0212 -2.2658 0.3 0.4 0.0 0.01
H -6.5052 0.2430 -0.9016 -0.2 0.1 -0.4 0.17
C -9.5374 5.4901 0.7900 -0.1 0.3 -0.2 -0.38
Br -10.9015 4.2765 0.1187 0.4 0.2 0.2 -0.04
Br -10.2207 6.6345 2.2070 0.2 -0.4 -0.4 -0.02
Br -7.9303 4.5408 1.3381 -0.3 0.2 0.1 0.05
H -9.2546 6.1444 -0.0410 -0.1 -0.3 0.4 0.39
C -12.6989 -0.9117 -2.4052 -0.2 0.0 0.2 -0.33
Br -13.3642 0.1914 -3.8629 0.2 -0.3 0.4 -0.02
Br -11.7206 -2.4611 -3.0583 -0.2 0.4 0.1 -0.04
Br -11.6507 0.1232 -1.1345 -0.3 -0.2 -0.3 0.02
H -13.5733 -1.2898 -1.8655 0.4 0.2 -0.3 0.35
C 4.8011 6.6481 1.8567 0.0 0.0 -0.3 0.30
Br 5.0976 5.0811 0.7428 0.0 0.4 0.5 0.00
Br 3.2646 6.4230 3.0284 0.4 0.1 -0.3 -0.03
Br 6.3999 7.1453 2.8472 -0.4 -0.1 -0.2 -0.01
H 4.5705 7.4801 1.1833 0.1 -0.3 0.3 -0.32
C 5.9634 -6.6507 -0.6145 -0.1 -0.1 0.3 -0.16
Br 7.8416 -6.6409 -0.1078 -0.5 0.0 -0.2 -0.02
Br 5.5944 -5.3901 -2.0494 0.1 -0.3 0.3 -0.02
Br 5.3395 -8.4419 -1.0464 0.3 0.5 0.1 -0.02
H 5.3948 -6.3160 0.2592 0.2 -0.1 -0.4 0.18
C 8.3634 -6.1642 -4.6443 -0.1 0.2 0.2 0.12
Br 10.2416 -6.1544 -4.1375 -0.5 0.0 -0.2 -0.04
Br 7.9944 -4.9036 -6.0792 0.1 -0.4 0.4 0.01
Br 7.7395 -7.9555 -5.0761 0.1 0.4 0.1 -0.03
H 7.7948 -5.8296 -3.7705 0.3 -0.2 -0.4 -0.08
C -5.4130 7.3832 1.9768 0.1 -0.2 -0.1 0.19
Br -3.5066 7.2051 2.3201 -0.5 0.2 -0.1 -0.04
Br -6.4014 7.8244 3.5931 0.3 -0.1 -0.3 0.03
Br -5.7751 8.6440 0.5402 0.1 -0.3 0.4 -0.05
H -5.7703 6.4043 1.6407 0.1 0.4 0.2 -0.14
C -8.6089 11.1410 3.5391 0.1 -0.2 0.0 0.30
Br -9.3654 10.9670 1.7554 0.2 0.1 0.5 -0.02
Br -7.3709 12.6368 3.6575 -0.4 -0.4 0.0 -0.02
Br -9.9905 11.2350 4.9054 0.3 0.0 -0.4 -0.02
H -8.0306 10.2313 3.7313 -0.2 0.4 -0.1 -0.27
C 0.5936 3.2348 -1.1376 -0.1 -0.1 -0.4 0.01
Br -0.2448 4.9730 -1.3828 0.2 -0.4 0.1 -0.03
Br 2.5348 3.3560 -1.1742 -0.7 -0.1 0.1 0.07
Br -0.0458 2.3428 0.4685 -0.1 0.4 -1.4 0.20
H 0.2959 2.6134 -1.9885 0.1 0.4 0.4 -0.20
C 3.7359 -8.0335 -5.1534 0.2 0.0 0.1 0.03
Br 2.6577 -8.6463 -3.6547 0.1 0.2 -0.5 -0.04
Br 4.0323 -9.4465 -6.4572 -0.2 0.3 0.3 -0.03
Br 2.9914 -6.4351 -5.9750 0.2 -0.4 0.2 0.12
H 4.7164 -7.7590 -4.7509 -0.4 -0.1 -0.2 -0.02
C 6.6582 5.4118 6.7183 0.1 0.2 -0.1 -0.21
Br 5.2941 4.1982 6.0470 0.5 0.5 0.4 0.09
Br 5.9749 6.5562 8.1353 0.2 -0.3 -0.3 -0.02
Br 8.2653 4.4625 7.2664 -0.4 0.2 -0.1 -0.02
H 6.9411 6.0661 5.8873 -0.2 -0.3 0.3 0.14
C 0.3188 -2.8826 -6.6115 -0.1 -0.1 -0.3 -0.39
Br 2.2066 -2.7674 -6.1564 -0.4 0.0 -0.1 -0.04
Br -0.4436 -4.6000 -6.1079 0.2 0.5 -0.1 0.03
Br -0.6958 -1.3959 -5.8733 0.2 -0.5 -0.2 -0.05
H 0.2475 -2.8084 -7.7015 0.0 0.0 0.5 0.42
C -0.4641 2.6333 7.5419 0.3 0.0 0.3 -0.45
Br -1.5423 2.0205 9.0406 0.1 0.2 -0.3 -0.09
Br -0.1677 1.2203 6.2381 -1.0 2.0 2.3 0.36
Br -1.2086 4.2317 6.7203 0.1 -0.3 0.1 -0.09
H 0.5164 2.9078 7.9444 -0.5 0.0 -0.1 0.38
C 6.9911 -6.7064 -9.9052 0.1 -0.2 0.1 -0.36
Br 6.2346 -6.8804 -11.6890 0.1 0.1 0.4 0.02
Br 8.2291 -5.2106 -9.7869 -0.2 -0.4 -0.1 -0.03
Br 5.6095 -6.6123 -8.5390 0.3 0.0 -0.4 0.09
H 7.5694 -7.6161 -9.7131 -0.3 0.4 -0.1 0.34
C 5.1011 10.2698 -0.5957 0.0 0.2 -0.2 -0.36
Br 5.3976 8.7028 -1.7096 -0.1 0.3 0.4 0.00
Br 3.5646 10.0446 0.5759 0.4 0.0 -0.2 -0.01
Br 6.6999 10.7669 0.3947 -0.4 -0.2 -0.2 0.00
H 4.8705 11.1018 -1.2691 0.1 -0.4 0.3 0.36
C -7.2944 2.5458 7.5983 -0.5 -0.1 0.2 -0.48
Br -6.7573 2.4711 9.4665 -0.1 0.1 -0.4 -0.06
Br -6.8875 4.2709 6.7966 0.0 -0.4 0.1 -0.03
Br -6.5441 1.0748 6.5700 -0.3 1.6 1.4 0.27
H -8.3830 2.4306 7.5737 0.5 0.2 0.1 0.38
C 1.4936 2.2383 -5.7588 0.0 0.0 -0.2 -0.31
Br 0.6552 3.9765 -6.0039 0.2 -0.4 0.1 -0.03
Br 3.4348 2.3594 -5.7954 -0.5 0.0 0.1 -0.02
Br 0.8542 1.3463 -4.1526 0.2 0.2 -0.4 0.07
H 1.1959 1.6169 -6.6097 0.1 0.2 0.4 0.34
C -2.1130 -8.6127 -7.2261 0.0 -0.2 -0.1 -0.39
Br -0.2066 -8.7909 -6.8828 -0.5 0.1 -0.1 0.05
Br -3.1014 -8.1715 -5.6098 0.3 0.0 -0.4 -0.02
Br -2.4751 -7.3520 -8.6627 0.1 -0.3 0.4 -0.01
H -2.4703 -9.5916 -7.5622 0.2 0.5 0.2 0.35
C 8.1011 -2.3809 -12.8903 -0.1 0.1 -0.2 -0.34
Br 8.3976 -3.9479 -14.0042 -0.1 0.4 0.3 0.00
Br 6.5646 -2.6060 -11.7187 0.3 0.1 -0.4 0.00
Br 9.6999 -1.8837 -11.8999 -0.4 -0.2 -0.2 -0.02
H 7.8705 -1.5489 -13.5637 0.1 -0.4 0.3 0.36
C 3.5624 -8.2598 -15.1789 -0.1 0.0 -0.2 -0.33
Br 3.9754 -6.4500 -14.5972 -0.1 -0.5 -0.1 -0.02
Br 5.1708 -9.2681 -15.6039 -0.4 0.3 0.2 -0.01
Br 2.4404 -9.1948 -13.8939 0.3 0.3 -0.3 0.00
H 2.9847 -8.1740 -16.1050 0.3 0.0 0.4 0.34
C -1.9638 -2.6469 0.1497 0.2 0.0 -0.3 -0.44
Br -1.7494 -4.4333 0.8893 -0.2 0.5 -0.1 -0.07
Br -3.1632 -2.6367 -1.3818 0.2 0.0 0.3 -0.06
Br -2.5099 -1.3629 1.5053 -0.8 -2.8 -1.8 0.15
H -0.9801 -2.3306 -0.2125 -0.4 -0.2 0.2 0.35
C -5.8592 -5.1419 4.7628 0.0 -0.3 -0.5 -0.36
Br -6.9983 -6.2255 3.6172 0.2 0.1 0.3 -0.06
Br -5.8733 -3.2696 4.2349 -0.5 -2.6 -0.8 0.17
Br -6.3010 -5.3668 6.6439 0.1 0.1 -0.4 -0.06
H -4.8346 -5.5040 4.6295 -0.5 0.1 0.1 0.37